1.
Formula: C25H64O28S8V
Source: the Open Molecules 2025 dataset
Level of theory: wB97M-V/def2-TZVPD

Highest occupied orbital energy (spin up / spin down): -10.1133 / -10.1651 eV
⟨S²⟩: 0.78
Multiplicity: 2

Last column: Löwdin spin population.
Geometry (Å):
O -26.611 -0.842 -22.042  -0.21
V -26.918 -0.082 -20.695  1.19
C -25.063 0.738 -19.043  0.00
O -24.170 1.311 -18.389  0.00
O -24.920 0.122 -20.171  -0.01
O -26.306 0.753 -18.767  -0.01
O -20.546 2.954 -17.152  0.00
S -20.657 2.255 -15.905  0.00
O -19.584 1.996 -14.969  0.00
O -21.762 3.141 -15.093  0.00
C -21.992 2.980 -13.686  0.00
C -21.680 4.342 -13.056  0.00
C -21.702 0.738 -16.102  0.00
H -21.266 2.275 -13.280  0.00
H -23.005 2.654 -13.464  0.00
H -21.258 4.196 -12.058  0.00
H -22.590 4.928 -12.908  0.00
H -20.985 4.988 -13.586  0.00
H -22.597 1.015 -16.663  0.00
H -21.876 0.331 -15.110  0.00
H -21.223 0.005 -16.753  0.00
O -23.780 0.220 -13.117  0.00
S -24.857 -0.481 -13.762  0.00
O -24.630 -1.866 -14.110  0.00
O -26.150 -0.493 -12.774  0.00
C -26.626 0.712 -12.204  0.00
C -26.723 0.663 -10.678  0.00
C -25.510 0.407 -15.182  0.00
H -27.598 0.979 -12.628  0.00
H -25.933 1.496 -12.529  0.00
H -25.816 0.227 -10.257  0.00
H -27.508 0.004 -10.305  0.00
H -26.902 1.663 -10.289  0.00
H -24.746 0.596 -15.936  0.00
H -25.868 1.359 -14.791  0.00
H -26.344 -0.132 -15.626  0.00
O -27.142 -3.074 -17.410  0.00
S -27.976 -2.390 -18.355  0.00
O -27.409 -2.004 -19.642  0.01
O -29.288 -3.321 -18.670  0.00
C -29.782 -4.141 -17.608  0.00
C -29.570 -5.627 -17.917  0.00
C -28.825 -0.985 -17.632  0.00
H -30.869 -4.052 -17.553  0.00
H -29.409 -3.890 -16.615  0.00
H -28.577 -5.816 -18.319  0.00
H -30.343 -6.011 -18.579  0.00
H -29.652 -6.152 -16.963  0.00
H -28.155 -0.163 -17.386  0.00
H -29.452 -1.352 -16.823  0.00
H -29.515 -0.559 -18.365  0.00
O -23.164 -4.658 -17.433  0.00
S -22.718 -3.304 -17.574  0.00
O -21.631 -2.851 -16.748  0.00
O -22.401 -3.078 -19.180  0.00
C -22.226 -1.725 -19.599  0.00
C -21.002 -1.536 -20.476  0.00
C -24.168 -2.211 -17.402  0.00
H -22.268 -1.034 -18.754  0.00
H -23.078 -1.437 -20.220  0.00
H -20.946 -2.369 -21.179  0.00
H -20.088 -1.395 -19.901  0.00
H -21.162 -0.717 -21.177  0.00
H -24.853 -2.420 -18.213  0.00
H -23.800 -1.186 -17.339  0.00
H -24.531 -2.384 -16.388  0.00
O -24.884 5.701 -15.514  0.00
S -25.574 5.267 -16.716  0.00
O -26.799 5.837 -17.223  0.00
O -24.495 5.345 -17.934  0.00
C -23.182 4.785 -17.767  0.00
C -22.224 5.503 -18.716  0.00
C -25.770 3.490 -16.693  0.00
H -23.292 3.735 -18.057  0.00
H -22.834 4.848 -16.737  0.00
H -21.210 5.290 -18.369  0.00
H -22.298 6.587 -18.630  0.00
H -22.309 5.194 -19.757  0.00
H -26.416 3.377 -15.822  0.00
H -24.808 3.021 -16.495  0.00
H -26.097 3.157 -17.673  0.00
O -20.983 3.466 -22.287  0.00
S -20.828 2.098 -21.853  0.00
O -21.381 1.034 -22.663  0.00
O -19.222 1.743 -21.726  0.00
C -18.457 2.672 -20.988  0.00
C -16.993 2.258 -21.015  0.00
C -21.345 1.958 -20.109  0.00
H -18.722 2.632 -19.924  0.00
H -18.593 3.684 -21.376  0.00
H -16.616 2.316 -22.038  0.00
H -16.852 1.284 -20.551  0.00
H -16.336 2.943 -20.475  0.00
H -20.812 1.160 -19.601  0.00
H -22.412 1.749 -20.132  0.00
H -21.046 2.911 -19.681  0.00
O -27.338 4.146 -20.915  0.00
S -26.427 3.258 -21.588  0.00
O -26.718 1.830 -21.704  0.01
O -26.182 3.752 -23.101  0.00
C -25.229 3.117 -23.969  0.00
C -25.739 1.782 -24.523  0.00
C -24.691 3.451 -20.979  0.00
H -24.259 2.952 -23.490  0.00
H -24.969 3.836 -24.744  0.00
H -25.626 0.977 -23.806  0.00
H -25.223 1.642 -25.474  0.00
H -26.779 1.903 -24.828  0.00
H -24.768 3.441 -19.891  0.00
H -24.306 4.411 -21.308  0.00
H -24.135 2.570 -21.285  0.00
O -31.099 0.491 -15.350  0.00
S -30.117 1.531 -15.342  0.00
O -28.740 1.131 -15.168  0.00
O -30.171 2.402 -16.742  0.00
C -28.944 2.820 -17.335  0.00
C -29.279 3.897 -18.348  0.00
C -30.605 2.836 -14.179  0.00
H -28.398 2.029 -17.855  0.00
H -28.274 3.236 -16.582  0.00
H -28.433 4.056 -19.018  0.00
H -29.584 4.847 -17.910  0.00
H -30.115 3.632 -19.000  0.00
H -30.692 2.367 -13.200  0.00
H -31.509 3.237 -14.624  0.00
H -29.763 3.515 -14.058  0.00

2.
Formula: C25H65Cl4N3O17S2V2
Source: the Open Molecules 2025 dataset
Level of theory: wB97M-V/def2-TZVPD

Highest occupied orbital energy (spin up / spin down): -6.8000 / -6.9282 eV
⟨S²⟩: 12.01
Multiplicity: 7

Last column: Löwdin spin population.
Geometry (Å):
V 0.730 0.726 -2.307  2.77
V 0.419 1.726 2.551  2.82
S 1.408 3.258 -0.196  0.01
O 2.669 3.522 0.468  0.00
O 0.472 2.684 0.757  0.04
O 1.069 4.651 -0.526  0.00
O 1.521 2.380 -1.379  0.04
S 0.425 -0.465 0.930  0.01
O 1.549 0.260 1.535  0.02
O -0.680 0.191 1.633  0.02
O 0.354 -0.155 -0.506  0.04
O 0.471 -1.886 1.109  0.00
Cl 5.574 -4.142 2.276  0.00
C 3.829 -4.136 1.905  0.00
C 3.690 -3.197 0.669  0.00
Cl 4.617 -3.633 -0.776  0.00
H 3.381 -3.495 2.665  0.00
H 3.332 -5.099 1.964  0.00
H 4.054 -2.224 0.993  0.00
H 2.636 -3.042 0.441  0.00
Cl 5.268 2.475 2.967  0.00
C 4.554 0.879 2.695  0.00
C 5.575 -0.240 2.713  0.00
Cl 6.806 -0.007 1.478  0.00
H 3.970 0.787 1.780  0.00
H 3.858 0.761 3.526  0.00
H 5.097 -1.165 2.396  0.00
H 6.082 -0.305 3.674  0.00
C -2.843 -2.050 2.839  0.00
O -2.720 -0.659 3.042  0.00
H -1.954 -2.679 2.932  0.00
H -3.587 -2.358 3.575  0.00
H -3.197 -2.289 1.831  0.00
H -2.033 -0.349 2.417  0.00
C -0.325 -4.883 2.633  0.00
O 0.773 -4.070 2.227  0.00
H -1.030 -4.921 1.801  0.00
H 0.042 -5.902 2.769  0.00
H -0.728 -4.620 3.613  0.00
H 0.491 -3.191 1.874  0.00
C -1.946 -4.128 -1.044  0.00
O -0.763 -3.352 -1.001  0.00
H -1.708 -5.166 -0.783  0.00
H -2.464 -3.886 -0.110  0.00
H -2.567 -4.105 -1.936  0.00
H -0.681 -2.909 -0.150  0.00
C 3.588 0.123 -1.364  0.00
O 2.591 -0.159 -2.381  0.02
C 2.480 -1.589 -2.578  0.01
C 1.384 -1.849 -3.594  0.01
N 0.082 -1.256 -3.244  0.01
C -0.875 -1.642 -4.304  0.00
C -2.293 -1.102 -4.147  0.00
O -2.631 0.145 -4.750  0.00
C -2.702 0.082 -6.188  0.00
H 3.600 1.156 -1.025  0.00
H 4.580 -0.189 -1.694  0.00
H 3.352 -0.526 -0.518  0.00
H 2.312 -2.142 -1.655  0.00
H 3.406 -1.801 -3.115  0.00
H 1.241 -2.934 -3.588  0.00
H 1.765 -1.510 -4.557  0.00
H -0.196 -1.648 -2.346  0.00
H -0.890 -2.736 -4.326  0.00
H -0.397 -1.332 -5.236  0.00
H -2.471 -0.879 -3.092  0.00
H -3.044 -1.845 -4.428  0.00
H -2.880 1.129 -6.424  0.00
H -3.577 -0.469 -6.545  0.00
H -1.848 -0.444 -6.615  0.00
C 0.972 -1.028 4.224  0.00
O 0.576 0.321 4.246  0.03
C -0.145 0.674 5.427  0.00
C -0.625 2.150 5.378  0.01
N -1.241 2.483 4.104  0.02
C -1.645 3.910 4.214  0.01
C -2.132 4.381 2.855  0.00
O -3.438 3.934 2.571  0.00
C -4.059 4.401 1.407  0.00
H 1.793 -1.308 3.570  0.00
H 0.098 -1.637 3.975  0.00
H 1.277 -1.379 5.215  0.00
H 0.666 0.593 6.153  0.00
H -1.015 0.020 5.509  0.00
H 0.170 2.808 5.724  0.00
H -1.442 2.142 6.108  0.00
H -2.162 2.056 4.151  0.00
H -0.843 4.546 4.587  0.00
H -2.434 3.963 4.970  0.00
H -1.386 4.169 2.084  0.00
H -2.153 5.471 2.972  0.00
H -3.848 5.469 1.304  0.00
H -5.141 4.332 1.528  0.00
H -3.804 3.813 0.525  0.00
C -3.966 -0.466 -0.446  0.00
O -3.445 0.345 -1.445  0.00
C -2.710 1.421 -0.815  0.00
C -2.148 2.503 -1.741  0.00
N -1.184 1.834 -2.681  0.02
C -0.730 2.914 -3.612  0.01
C 0.017 2.230 -4.750  0.01
O 1.156 1.507 -4.281  0.03
C 2.103 1.351 -5.313  0.00
H -4.480 -1.319 -0.889  0.00
H -4.661 0.064 0.217  0.00
H -3.224 -0.822 0.276  0.00
H -1.993 1.141 -0.043  0.00
H -3.583 1.860 -0.317  0.00
H -1.767 3.287 -1.088  0.00
H -3.029 2.873 -2.272  0.00
H -1.849 1.317 -3.254  0.00
H -0.052 3.461 -2.950  0.00
H -1.486 3.622 -3.955  0.00
H 0.322 3.007 -5.456  0.00
H -0.651 1.561 -5.297  0.00
H 2.844 0.584 -5.087  0.00
H 2.631 2.274 -5.561  0.00
H 1.778 0.992 -6.296  0.00